# 1
{"formula": "C3H3ClF2", "method": "ωB97M-V/def2-TZVPD", "largest_force_ha_per_bohr": 0.00880, "e_tot_ev": -21116.547, "smiles": "C=CC(F)(F)Cl", "de_lowest_kj_mol": 0.88, "elements": ["H", "F", "C", "H", "C", "F", "H", "Cl", "C"], "coordinates": [[-1.480, -1.128, 0.323], [-0.011, -0.728, -1.640], [-0.057, 0.407, 0.441], [-1.593, -0.030, 1.791], [0.676, 0.077, -0.815], [0.973, 1.178, -1.530], [0.353, 1.254, 0.969], [2.232, -0.745, -0.413], [-1.094, -0.286, 0.873]], "forces_ev_per_a": [[-0.024, -0.137, -0.127], [-0.103, -0.153, 0.141], [-0.066, 0.025, -0.125], [-0.048, 0.091, 0.177], [0.333, -0.281, -0.124], [0.022, 0.163, 0.163], [0.034, 0.069, 0.118], [-0.209, 0.151, -0.107], [0.061, 0.072, -0.115]], "nbo_charge": [0.212, -0.320, -0.287, 0.210, 0.666, -0.320, 0.228, -0.066, -0.325]}


# 2
{"formula": "C3H3ClFN", "method": "ωB97M-V/def2-TZVPD", "largest_force_ha_per_bohr": 0.04668, "e_tot_ev": -19888.377, "smiles": "C[C@](F)(Cl)C#N", "de_lowest_kj_mol": 77.67, "elements": ["H", "Cl", "H", "F", "C", "C", "N", "H", "C"], "coordinates": [[1.148, 1.996, -0.047], [1.283, -0.967, -0.131], [0.479, 1.575, -1.777], [0.015, 0.679, 1.310], [-1.359, -0.300, -0.333], [0.252, 1.722, -0.696], [-2.300, -0.895, -0.101], [-0.593, 2.425, -0.481], [-0.040, 0.343, -0.064]], "forces_ev_per_a": [[-0.959, 0.203, -1.466], [-1.083, 1.229, -0.728], [-0.105, 0.585, 0.830], [-0.863, -0.650, -0.654], [2.110, 0.631, 0.954], [1.070, -1.168, 0.348], [-1.411, -0.580, -0.375], [0.688, -0.793, -0.345], [0.553, 0.543, 1.435]], "nbo_charge": [0.251, -0.023, 0.237, -0.347, 0.189, -0.646, -0.218, 0.249, 0.308]}


# 3
{"formula": "C3H3ClFN3", "method": "ωB97M-V/def2-TZVPD", "largest_force_ha_per_bohr": 0.13326, "e_tot_ev": -22867.883, "smiles": "[H]/N=C(\\N)[C@](F)(Cl)C#N", "de_lowest_kj_mol": 113.39, "elements": ["H", "N", "C", "N", "C", "N", "Cl", "H", "C", "H", "F"], "coordinates": [[0.536, -0.654, -1.920], [-1.862, 2.192, -0.627], [-1.516, 1.109, -0.205], [1.048, -0.467, -1.089], [-0.978, -0.129, 0.461], [1.118, 0.303, 1.231], [-1.777, -1.536, -0.083], [2.049, -0.744, -0.971], [0.469, -0.111, 0.193], [2.169, 0.063, 1.235], [-1.257, -0.026, 1.776]], "forces_ev_per_a": [[-0.324, -0.377, -0.238], [1.931, -6.196, 2.199], [-2.193, 5.869, -1.976], [0.598, 0.365, 3.611], [-1.580, 2.059, -0.545], [1.386, -2.033, -0.960], [-0.584, -1.379, -0.912], [-1.615, 0.435, -0.722], [4.174, 0.015, -0.142], [-1.903, 1.036, -0.593], [0.110, 0.206, 0.276]], "nbo_charge": [0.412, -0.246, 0.211, -0.847, 0.187, -0.635, 0.063, 0.407, 0.379, 0.349, -0.281]}


| no. | HOMO energy (eV) |
| --- | --- |
| 1 | -10.776 |
| 2 | -11.904 |
| 3 | -10.091 |